{"formula": "C13H30N4O17", "method": "ωB97M-V/def2-TZVPD", "homo_energy_ev": -10.8, "e_above_lowest_kcal_mol": 62.01, "charge": 0, "smiles": "C[N+](=O)[O-].C[N+](=O)[O-].C[N+](=O)[O-].C[N+](=O)[O-].COC(=O)OC.COC(=O)OC.COC(=O)OC", "homo_lumo_gap_ev": 10.81, "symbols": ["C", "N", "O", "O", "H", "H", "H", "C", "N", "O", "O", "H", "H", "H", "C", "N", "O", "O", "H", "H", "H", "C", "N", "O", "O", "H", "H", "H", "C", "O", "C", "O", "O", "C", "H", "H", "H", "H", "H", "H", "C", "O", "C", "O", "O", "C", "H", "H", "H", "H", "H", "H", "C", "O", "C", "O", "O", "C", "H", "H", "H", "H", "H", "H"], "coordinates": [[5.55418, 2.46560, 1.40172], [6.00758, 1.04670, 1.11808], [5.42684, 0.47508, 0.18718], [6.90700, 0.56187, 1.79866], [5.14338, 2.91564, 0.49795], [6.48506, 2.90115, 1.76485], [4.84176, 2.45724, 2.22664], [-5.79039, -2.98366, 2.35917], [-5.52151, -2.02604, 3.51994], [-4.59522, -2.34190, 4.29137], [-6.15600, -0.97501, 3.65933], [-5.84957, -2.38343, 1.45125], [-6.76858, -3.36368, 2.65385], [-5.12786, -3.84127, 2.47610], [0.23195, 0.92866, -0.49475], [-0.44693, -0.16989, -1.30832], [-1.64533, -0.21400, -1.20415], [0.16060, -1.03733, -1.95068], [0.36504, 0.42224, 0.46125], [-0.47744, 1.75201, -0.41136], [1.15209, 1.30421, -0.94243], [-1.98754, -7.28533, -3.35912], [-2.38606, -8.41133, -4.25932], [-1.61384, -9.31976, -4.19122], [-3.36520, -8.29691, -4.97400], [-1.90982, -6.33913, -3.89464], [-1.02274, -7.50406, -2.90152], [-2.80038, -7.28381, -2.63291], [-0.88603, 5.78262, -7.61438], [-0.42408, 4.36462, -7.71642], [-0.31104, 3.69331, -6.47760], [-0.51571, 4.21337, -5.37907], [0.15563, 2.47171, -6.58286], [0.37228, 1.67070, -7.76797], [-0.59427, 6.34843, -8.49916], [-0.40643, 6.23559, -6.74668], [-1.96641, 5.90321, -7.53468], [0.67697, 0.64006, -7.58614], [1.15072, 2.13512, -8.37331], [-0.61702, 1.51315, -8.19760], [1.70028, 6.38704, 5.09226], [1.06617, 6.63746, 3.89535], [-0.30435, 6.49822, 3.89005], [-1.02127, 6.26567, 4.86714], [-0.70689, 6.78101, 2.61108], [-2.07766, 6.84066, 2.25507], [1.48670, 7.24699, 5.72704], [2.74664, 6.25801, 4.81552], [1.34783, 5.47163, 5.56756], [-2.44325, 7.86283, 2.35307], [-2.54866, 6.08379, 2.88229], [-2.15386, 6.49918, 1.22273], [2.79853, -5.81367, 1.69560], [2.66464, -6.05310, 3.05790], [1.91004, -5.25245, 3.87409], [1.26948, -4.23373, 3.57421], [1.82985, -5.90074, 5.07829], [0.79285, -5.66299, 6.03368], [3.51270, -6.56497, 1.35853], [3.26287, -4.88433, 1.36573], [1.93287, -5.95448, 1.04838], [0.19588, -4.75273, 5.97747], [1.28237, -5.77728, 7.00084], [0.01045, -6.40799, 5.88902]], "forces_ev_per_a": [[1.0, -0.5, 0.5], [-0.6, -0.8, -0.9], [0.8, 0.6, 1.3], [-1.1, 0.7, -0.7], [0.2, -0.2, 0.2], [-0.3, 0.5, -0.2], [0.0, -0.2, -0.2], [-1.0, 0.5, 1.7], [1.8, 1.0, 1.4], [-1.6, 0.1, -1.3], [0.4, -1.9, -0.9], [0.3, -0.4, 0.1], [-0.3, 0.1, -0.5], [0.4, 0.6, -0.5], [-0.2, -0.4, -0.4], [0.4, -1.3, -1.0], [-0.8, 0.6, 0.3], [0.4, 1.8, 1.0], [0.3, 0.4, 0.0], [-0.1, -0.4, 0.0], [0.0, -0.6, 0.0], [-0.6, 0.4, 0.4], [0.5, 1.8, -0.1], [0.2, -2.0, -0.6], [0.4, -0.3, 0.4], [-0.4, -0.2, -0.1], [-0.3, -0.2, -0.1], [0.2, 0.5, 0.2], [0.6, -0.6, 0.4], [-0.6, 0.2, 1.5], [-0.1, 2.6, 0.3], [0.2, -1.1, -2.6], [0.5, -1.4, 0.6], [-0.8, 0.6, -0.3], [0.3, -0.6, -0.2], [-0.1, -0.1, 0.0], [0.0, -0.6, 0.2], [0.3, 0.3, 1.2], [-0.5, 0.1, -0.3], [0.2, 0.6, -0.8], [0.4, -0.2, 1.1], [-2.9, -0.5, -2.1], [-0.8, 0.8, 0.6], [1.8, 0.3, -2.4], [1.8, -0.1, 1.1], [0.0, -1.0, 0.5], [0.5, -0.2, 0.5], [0.0, 0.3, 0.4], [-0.1, 0.0, 0.1], [-0.2, -0.2, 0.2], [-0.8, 0.5, 0.0], [0.1, 0.2, 0.0], [1.0, -0.1, -2.0], [-0.8, 1.0, 2.0], [-2.5, 0.7, -0.3], [2.1, -2.6, 0.5], [0.7, 0.7, -1.5], [-0.5, -0.1, 0.0], [0.0, -0.2, 0.1], [-0.2, 0.5, 0.8], [-0.6, 0.0, 0.7], [0.9, 0.6, -0.3], [-0.3, 0.1, -0.1], [0.3, -0.5, 0.1]]}

=====

{"formula": "C13H31CrF6N3O10S2", "method": "ωB97M-V/def2-TZVPD", "homo_energy_ev": [-13.9, -14.2], "e_above_lowest_kcal_mol": 0.00, "s_squared": 6.010, "charge": 2, "multiplicity": 5, "homo_lumo_gap_ev": [7.89, 8.14], "symbols": ["Cr", "O", "H", "C", "C", "O", "N", "H", "H", "C", "H", "H", "H", "H", "H", "H", "C", "C", "O", "N", "H", "H", "C", "H", "H", "H", "H", "H", "H", "C", "N", "C", "C", "C", "C", "O", "H", "H", "H", "H", "H", "H", "H", "H", "H", "H", "H", "H", "H", "H", "C", "F", "F", "F", "S", "O", "O", "O", "C", "F", "F", "F", "S", "O", "O", "O"], "coordinates": [[6.92492, 4.33444, 11.91898], [5.23571, 5.32562, 11.83589], [4.64671, 5.26038, 12.59473], [5.70628, 7.10347, 15.39561], [4.54103, 6.28510, 15.84743], [4.55206, 5.12361, 15.92132], [3.27410, 7.02437, 16.30130], [3.39680, 8.03562, 16.35263], [2.52059, 6.86487, 15.62465], [2.69827, 6.42932, 17.58133], [5.72358, 8.16731, 15.63746], [5.78634, 7.01490, 14.30555], [6.60093, 6.62130, 15.78677], [1.81345, 6.99810, 17.85023], [3.45993, 6.45175, 18.35326], [2.41864, 5.40149, 17.37101], [3.85254, 3.62334, 8.95149], [2.50965, 3.89783, 9.51186], [1.45267, 3.63920, 9.07603], [2.53904, 4.56997, 10.88353], [2.29077, 3.81780, 11.55255], [3.48077, 4.88038, 11.20643], [1.53744, 5.67618, 11.00031], [4.40673, 2.94344, 9.60169], [4.44352, 4.51797, 8.75621], [3.71517, 3.10141, 8.00412], [1.75009, 6.13700, 11.96352], [0.53258, 5.27774, 10.93703], [1.69295, 6.40101, 10.20637], [5.10439, 12.21702, 10.61378], [4.87746, 10.81971, 11.08662], [5.60314, 10.61704, 12.39820], [3.40726, 10.67798, 11.33057], [5.34447, 9.87886, 10.00582], [5.56222, 8.42089, 10.38937], [4.68468, 7.97719, 11.41115], [4.77921, 12.31220, 9.58045], [6.17330, 12.42673, 10.62118], [4.56823, 12.88149, 11.28163], [5.21266, 9.69207, 12.81016], [5.35393, 11.45346, 13.04180], [6.65610, 10.51822, 12.15332], [2.87890, 10.91291, 10.40963], [3.13434, 11.37510, 12.11735], [3.20191, 9.65265, 11.61827], [6.25994, 10.32535, 9.62714], [4.54291, 9.92721, 9.27010], [6.61780, 8.23628, 10.61693], [5.36092, 7.82628, 9.49202], [4.86191, 7.00649, 11.50386], [4.85339, 0.24969, 12.46159], [3.77351, -0.39916, 12.88211], [5.90993, -0.17838, 13.11316], [4.99061, 0.07533, 11.14512], [4.59343, 2.04507, 12.77700], [5.85310, 2.63260, 12.26466], [3.45378, 2.42050, 11.94838], [4.38782, 2.22728, 14.17333], [9.01877, 4.62463, 15.74136], [8.45722, 5.73600, 16.28669], [9.88605, 4.98743, 14.79851], [9.65162, 3.98695, 16.70599], [7.66917, 3.53260, 15.11411], [7.03849, 4.38414, 14.04975], [8.31542, 2.38834, 14.56130], [6.82549, 3.39231, 16.25606]], "forces_ev_per_a": [[-1.6, -0.8, 1.8], [0.1, 0.8, -0.7], [0.6, -0.4, 0.5], [0.1, 0.5, -0.4], [1.5, 0.6, -0.2], [-0.9, -1.0, 0.1], [-1.2, -0.2, 0.3], [0.2, -0.1, 0.2], [0.3, 0.0, -0.3], [0.2, 0.1, 0.0], [-0.3, -0.1, 0.2], [-0.1, -0.1, 0.1], [-0.1, 0.0, 0.1], [0.1, 0.1, 0.1], [0.0, 0.1, 0.0], [0.1, 0.0, -0.1], [0.2, -0.6, -0.7], [1.0, 0.0, 0.4], [-0.7, 0.0, -0.2], [-0.7, 0.4, 0.4], [0.4, -0.1, -0.2], [0.0, -0.3, -0.7], [0.5, 0.0, 0.1], [-0.1, 0.2, 0.3], [-0.1, 0.2, 0.3], [-0.1, 0.1, 0.0], [-0.4, 0.1, 0.0], [0.0, -0.1, 0.1], [0.0, 0.0, 0.0], [0.5, 0.0, -0.2], [-0.2, 0.1, 0.6], [-0.5, -0.3, -0.8], [0.0, -0.3, -0.1], [-0.6, 0.1, 0.2], [0.1, -0.5, -0.1], [0.2, -0.1, -0.1], [-0.3, 0.0, 0.1], [0.0, 0.0, 0.2], [0.0, 0.2, -0.1], [0.2, 0.0, 0.1], [0.3, 0.1, 0.0], [0.1, 0.2, 0.3], [0.0, 0.1, 0.0], [-0.1, 0.0, 0.0], [0.0, 0.0, 0.0], [0.0, -0.2, -0.3], [0.2, 0.2, -0.2], [-0.1, 0.1, 0.4], [0.1, 0.2, -0.2], [0.1, 0.1, 0.2], [-0.5, 0.3, 0.1], [0.1, 0.0, -0.1], [0.2, -0.1, -0.1], [0.2, -0.2, 0.1], [-0.3, 0.3, 0.3], [0.4, -0.2, -0.8], [0.1, -0.1, -0.3], [0.1, 0.0, 0.2], [-0.5, -0.4, 0.3], [0.3, 0.1, -0.3], [-0.1, 0.2, 0.0], [0.3, 0.0, 0.0], [-0.2, -0.1, 0.2], [0.3, 0.9, -0.6], [0.2, -0.1, -0.3], [0.0, 0.1, 0.0]]}

=====

{"formula": "C13H32BN6O3S", "method": "ωB97M-V/def2-TZVPD", "homo_energy_ev": -11.9, "charge": 1, "homo_lumo_gap_ev": 7.85, "symbols": ["C", "O", "C", "C", "C", "C", "C", "C", "C", "C", "C", "S", "C", "N", "B", "N", "O", "C", "N", "N", "H", "H", "H", "H", "H", "H", "H", "H", "H", "H", "H", "H", "H", "H", "H", "H", "H", "H", "H", "H", "H", "H", "H", "H", "H", "H", "H", "H", "C", "O", "N", "N", "H", "H", "H", "H"], "coordinates": [[5.13453, 0.51574, 0.51650], [4.69249, -0.82003, 0.22214], [4.47654, -1.56646, 1.44567], [3.77632, -2.92705, 0.97212], [2.26800, -3.01169, 1.44483], [1.49880, -1.75865, 0.80346], [0.11004, -2.13801, 0.15606], [-0.84909, -0.86009, 0.10904], [-1.53164, -0.70028, 1.54618], [-2.96026, -1.36698, 1.68649], [-4.00984, -0.53981, 2.54061], [-4.13202, 1.25193, 2.11143], [-0.14790, 0.51412, -0.25759], [-1.24847, 1.34408, -0.84591], [-1.62556, 2.60202, -0.14217], [-2.88559, 3.37136, -0.41239], [-0.73315, 3.17676, 0.84039], [-2.28292, 0.40379, -1.11736], [-3.59635, 0.57994, -1.33551], [-1.73839, -0.92388, -1.08701], [6.19828, 0.45854, 0.88401], [5.01079, 1.11480, -0.42200], [4.48357, 0.99375, 1.30881], [3.77130, -1.04339, 2.14956], [5.49288, -1.76727, 1.88508], [3.77830, -3.00926, -0.15574], [4.34092, -3.77334, 1.45184], [1.82389, -3.96820, 1.05989], [2.22491, -2.91784, 2.56844], [2.18224, -1.26479, 0.05708], [1.31469, -1.03072, 1.65249], [-0.42518, -2.88944, 0.81643], [0.17816, -2.54161, -0.88871], [-1.49102, 0.39012, 1.81108], [-0.85009, -1.22476, 2.28236], [-2.80271, -2.34276, 2.24148], [-3.45441, -1.64417, 0.71695], [-5.03013, -0.97864, 2.31627], [-3.85906, -0.70870, 3.64798], [-3.11984, 1.81723, 2.88238], [0.52520, 0.95699, 0.51513], [0.44575, 0.23649, -1.18919], [-2.54823, 4.29513, -0.73238], [-3.27873, 3.58556, 0.51643], [-0.80520, 2.67510, 1.66922], [-4.22095, 0.30997, -0.57187], [-4.01506, 0.89098, -2.20974], [-2.42263, -1.68302, -1.11192], [0.32508, 1.74609, -4.17164], [0.40505, 0.56573, -3.85523], [-0.18400, 2.68740, -3.33162], [0.73454, 2.21119, -5.37890], [-0.26350, 3.66126, -3.55966], [-0.49297, 2.36354, -2.43119], [1.11592, 1.54047, -6.02329], [0.67719, 3.17333, -5.65572]], "forces_ev_per_a": [[-0.1, -0.1, 0.0], [-0.5, 0.7, 1.3], [-0.2, -1.2, -1.6], [-0.1, 0.0, 1.0], [0.5, 1.1, -0.8], [-0.1, -0.5, 0.5], [-0.4, 0.9, 0.3], [2.0, -0.2, 0.9], [-0.1, -0.6, -0.3], [0.1, -0.1, 0.9], [0.0, -1.0, 0.2], [0.6, -0.1, 0.7], [1.4, -2.2, -2.3], [-2.8, -1.5, 2.0], [-0.3, 1.9, 1.2], [1.4, -0.4, 0.0], [-1.2, -1.7, -1.1], [2.7, -2.0, -0.6], [-0.5, 0.1, -0.5], [-1.8, 3.7, 2.3], [-0.9, 0.4, -0.4], [0.5, -0.6, 0.8], [0.7, -0.5, -0.7], [0.9, -0.1, -0.5], [-1.1, 0.2, 0.0], [0.4, 0.1, 1.3], [-0.5, 0.6, -0.8], [0.3, 0.8, 0.7], [-0.1, -0.5, -1.2], [-0.8, -0.4, 0.7], [0.2, -0.6, -1.0], [0.7, 0.7, -0.9], [0.3, 0.2, 1.0], [-0.5, -1.0, -0.1], [-0.7, 0.7, -0.9], [-0.4, 1.0, -0.7], [0.6, 0.4, 0.7], [1.1, 0.7, 0.3], [0.0, 0.5, -1.3], [-0.8, -0.8, -0.5], [-1.1, 0.0, -0.7], [0.0, 0.5, 1.2], [-0.4, -0.4, 0.0], [0.1, 0.0, -0.5], [0.5, 0.3, -0.2], [0.4, -0.1, -0.6], [0.4, 0.5, 0.6], [0.1, 0.4, -0.2], [0.2, -0.2, -0.2], [-0.1, 0.1, 0.2], [-0.3, 0.3, 0.4], [0.1, -0.1, -0.3], [0.1, 0.0, -0.1], [0.1, 0.1, -0.3], [0.0, 0.1, 0.0], [0.0, 0.0, 0.0]]}

=====

{"formula": "C13H32ClINOP2Pb", "method": "ωB97M-V/def2-TZVPD", "homo_energy_ev": [-18.3, -18.3], "charge": 3, "homo_lumo_gap_ev": [4.55, 4.55], "symbols": ["C", "I", "H", "H", "H", "Pb", "P", "C", "C", "H", "H", "H", "H", "H", "H", "C", "H", "H", "H", "P", "C", "C", "H", "H", "H", "C", "H", "H", "H", "H", "H", "H", "Cl", "O", "C", "C", "C", "C", "C", "C", "N", "H", "H", "H", "H", "H", "H", "H", "H", "H", "H", "H"], "coordinates": [[-1.60578, -0.14605, -6.82229], [-1.91761, 0.15473, -4.71026], [-0.52940, -0.07410, -6.97605], [-2.14729, 0.63169, -7.36294], [-1.98302, -1.13743, -7.08016], [-0.35835, -0.17816, -1.60975], [0.25712, 2.52442, -1.47166], [-1.33280, 3.40407, -1.31266], [1.27158, 3.14715, -0.09216], [1.44932, 4.22412, -0.20065], [1.13451, 4.18191, -3.02635], [2.22100, 2.59809, -0.08444], [1.99907, 2.60177, -3.12413], [-1.79541, 3.12489, -0.35328], [0.75904, 2.95521, 0.85923], [1.01904, 3.09099, -3.02751], [-1.18089, 4.48906, -1.34915], [0.39199, 2.77316, -3.87262], [-2.00330, 3.09204, -2.12575], [0.27194, -2.87996, -1.06117], [-1.31287, -3.74358, -0.78185], [1.04448, -3.66055, -2.52071], [2.24800, -2.78425, 0.30587], [1.50654, -4.42521, 0.37095], [0.80119, -3.06843, 1.29832], [1.30876, -3.34646, 0.36643], [2.01669, -3.17562, -2.69078], [1.18001, -4.73886, -2.37471], [-1.17008, -4.82336, -0.66387], [-1.98587, -3.55092, -1.62854], [0.41567, -3.47916, -3.40271], [-1.78215, -3.33459, 0.12649], [2.27107, -0.14844, -1.23057], [-0.95676, 0.11316, 0.69488], [-0.62897, -0.02865, 1.90882], [0.80067, -0.17640, 2.33818], [1.24105, 0.97294, 3.26261], [0.82338, 0.73123, 4.72139], [-0.68907, 0.84282, 4.91225], [-1.45735, -0.29582, 4.24305], [-1.62398, -0.07826, 2.80088], [0.87670, -1.15397, 2.84971], [1.40143, -0.21276, 1.41371], [2.34318, 1.04834, 3.19935], [0.84685, 1.93432, 2.88632], [1.18008, -0.25216, 5.07094], [1.30725, 1.50295, 5.33725], [-0.92790, 0.79969, 5.98468], [-1.04283, 1.80882, 4.54162], [-0.93831, -1.25336, 4.41968], [-2.46758, -0.38119, 4.66491], [-2.55001, -0.21988, 2.37920]], "forces_ev_per_a": [[0.5, -0.4, -0.5], [-0.3, 0.1, 0.3], [-0.2, 0.0, 0.0], [0.0, 0.0, 0.4], [0.0, 0.2, 0.3], [2.1, 0.0, 1.4], [-0.5, 2.5, -0.3], [-0.4, -1.1, 0.1], [0.2, -1.6, 0.4], [-0.2, -0.1, -0.4], [-0.2, -0.1, 0.3], [-0.1, 0.3, 0.0], [-0.2, 0.3, 0.0], [0.1, 0.2, -0.3], [0.1, 0.1, -0.3], [0.1, -1.5, -0.2], [0.2, -0.2, 0.0], [0.1, 0.2, 0.2], [0.1, 0.2, 0.2], [-0.5, -2.6, -0.1], [-0.4, 1.1, -0.1], [0.0, 1.4, -0.4], [0.0, -0.3, 0.1], [-0.2, 0.1, -0.4], [0.1, -0.1, -0.2], [0.1, 1.7, 0.3], [-0.2, -0.3, 0.0], [-0.2, 0.2, 0.3], [0.3, 0.1, 0.0], [0.1, -0.2, 0.2], [0.1, -0.2, 0.2], [0.1, -0.2, -0.2], [-1.1, 0.0, -0.3], [0.0, 0.1, -1.7], [-0.9, -0.5, 1.1], [-0.2, 0.0, -0.5], [0.7, -0.3, 0.2], [0.0, 0.7, 0.0], [0.0, -0.4, 0.5], [-0.1, 0.1, 0.4], [0.5, -0.6, -1.1], [0.2, 0.4, 0.0], [-0.2, 0.0, 0.4], [-0.5, -0.1, 0.1], [0.0, -0.3, 0.2], [0.0, 0.3, -0.1], [-0.1, -0.3, -0.1], [0.1, 0.1, -0.3], [-0.1, -0.1, 0.0], [-0.2, 0.2, -0.1], [0.3, 0.0, -0.2], [0.5, 0.4, 0.4]]}